No. 1
This record from OMol25 describes C36H29GeHgO6PS2 as an isolated structure. The level of theory is wB97M-V/def2-TZVPD.

XYZ file:
```
76
Properties=species:S:1:pos:R:3
Hg -1.22763 -0.37838 -0.27594
O -1.85509 -2.96660 -1.53047
S -2.82417 -3.08729 -0.45510
O -4.11794 -3.60276 -0.83541
O -2.92530 -1.83141 0.32605
C -2.16086 -4.30358 0.70378
C -2.78434 -5.54535 0.65172
C -2.37247 -6.59547 1.45636
C -1.31874 -6.41251 2.33392
C -0.68724 -5.18088 2.39562
C -1.09305 -4.11946 1.59397
S -0.17241 -2.59585 1.87095
O 1.06312 -3.00498 2.50104
O -1.02015 -1.73316 2.67422
O 0.07287 -2.02779 0.52301
H -3.61231 -5.66444 -0.03221
H -2.87889 -7.55080 1.39449
H -0.98343 -7.22182 2.97062
H 0.14476 -5.02022 3.06609
C 3.83015 3.89962 -4.70895
C 3.09067 4.61599 -3.77888
C 2.29734 3.94287 -2.86033
C 2.21380 2.55107 -2.86795
C 2.96606 1.84313 -3.80278
C 3.76976 2.51257 -4.71471
P 1.10797 1.76749 -1.62716
C 1.74124 0.05436 -1.57300
C 2.68786 -0.22916 -0.58907
C 3.20458 -1.50950 -0.45934
C 2.76459 -2.52176 -1.29760
C 1.81050 -2.25452 -2.26920
C 1.30542 -0.97178 -2.41222
C -0.45274 1.59272 -2.57501
C -0.68682 2.26236 -3.77566
C -1.92204 2.17713 -4.40454
C -2.93340 1.41293 -3.84521
C -2.70745 0.73551 -2.65228
C -1.47688 0.82830 -2.01195
H 4.45764 4.41949 -5.42226
H 3.13864 5.69782 -3.76169
H 1.73093 4.50192 -2.12330
H 2.92526 0.76109 -3.81282
H 4.35062 1.94817 -5.43382
H 2.99837 0.55019 0.09854
H 3.91260 -1.72504 0.33060
H 3.13435 -3.53090 -1.16682
H 1.43120 -3.05229 -2.89466
H 0.53930 -0.77534 -3.15276
H 0.10135 2.84915 -4.23086
H -2.08623 2.70238 -5.33770
H -3.89586 1.33291 -4.33589
H -3.49496 0.12222 -2.23012
Ge -0.82349 1.68788 1.51725
C 1.01082 1.58152 2.15541
C 1.46637 0.50085 2.90967
C 2.80215 0.41320 3.27956
C 3.69548 1.40778 2.90864
C 3.25042 2.49511 2.16578
C 1.91865 2.57673 1.78741
C -2.21825 1.69741 2.87347
C -2.22416 0.83455 3.96903
C -3.24067 0.90495 4.90987
C -4.26997 1.82544 4.76405
C -4.28251 2.67845 3.66982
C -3.26263 2.61154 2.73137
H -0.99251 2.98681 0.70534
H 0.78772 -0.29400 3.19148
H 3.13798 -0.44761 3.84416
H 4.73902 1.33587 3.19064
H 3.94461 3.27209 1.86883
H 1.58552 3.41056 1.18041
H -1.45391 0.08365 4.07294
H -3.23645 0.22525 5.75290
H -5.06684 1.87037 5.49636
H -5.08752 3.39225 3.54443
H -3.28033 3.28100 1.87787
```

Calculated values
Net charge ... -1
Energy relative to the best compared isomer or geometry (same formula, charge and spin) ... 1.22 kJ/mol
Spin multiplicity ... 2
Electronic energy ... -141739.129 eV
LUMO level (alpha / beta) ... 0.0915 / 0.0322 Ha
Expectation value of S² ... 0.759
Kohn-Sham gap (alpha / beta) ... 7.21 / 6.71 eV
HOMO (alpha / beta) ... -4.72 / -5.83 eV

The net atomic charges from Löwdin, expressed in e, are: 1.1037 -0.3552 0.4372 -0.3288 -0.4450 -0.2057 -0.0662 -0.0838 -0.0852 -0.0680 -0.2068 0.4552 -0.3227 -0.3488 -0.4417 0.1034 0.0984 0.0980 0.1030 -0.1030 -0.0980 -0.1202 -0.3806 -0.0757 -0.0878 1.0734 -0.4196 -0.0994 -0.0766 -0.0836 -0.0759 -0.1154 -0.4260 -0.0949 -0.0996 -0.0994 -0.1257 -0.3034 0.0952 0.0967 0.0978 0.1006 0.0989 0.0849 0.1047 0.1027 0.1076 0.1081 0.0920 0.0952 0.0970 0.0958 0.9584 -0.3657 -0.1037 -0.0790 -0.1033 -0.1094 -0.1714 -0.3562 -0.1031 -0.0838 -0.1023 -0.1039 -0.1414 -0.0367 0.0697 0.1058 0.0952 0.0966 0.0755 0.0775 0.1008 0.0946 0.0948 0.0839


No. 2
This record from OMol25 describes C36H29MoN7O12 as an isolated structure. The level of theory is wB97M-V/def2-TZVPD.

XYZ file:
```
85
Properties=species:S:1:pos:R:3
Mo 0.68355 1.88328 0.42528
N -2.35587 1.20621 -0.82869
C -2.87981 2.05245 0.25002
C -2.06366 3.23133 0.80090
O -2.71400 4.21243 1.10941
N -0.72115 3.16511 1.09783
C -0.28372 4.25743 1.94260
C 1.21371 4.29909 1.94263
O 1.90621 5.11091 2.47632
O 1.73729 3.25695 1.24785
H -2.36546 1.73066 -1.69988
H -3.00957 0.44035 -0.97840
H -3.08661 1.41835 1.11571
H -3.82798 2.52188 -0.01825
H -0.63298 4.11994 2.97155
H -0.67285 5.21882 1.59877
C 0.97825 -2.21708 4.44987
C 1.25614 -2.70175 3.17704
C 1.58888 -1.82515 2.15803
C 1.62747 -0.46009 2.41532
C 1.36302 0.03152 3.68274
C 1.03770 -0.85364 4.70122
N 1.97411 0.45605 1.36853
N 3.11955 0.13189 0.84992
C 3.49072 0.91490 -0.20164
C 4.77852 0.79653 -0.72705
C 5.13230 1.59573 -1.78691
C 4.21021 2.51614 -2.28456
C 2.95903 2.57984 -1.71614
N 2.58604 1.76468 -0.71809
H 0.72332 -2.90333 5.24683
H 1.21698 -3.76509 2.97979
H 1.81128 -2.18209 1.16092
H 1.40639 1.09899 3.86587
H 0.82999 -0.47324 5.69218
H 5.45289 0.08225 -0.27956
H 6.11933 1.51973 -2.22172
H 4.45257 3.17350 -3.10561
H 2.21990 3.28904 -2.06281
O 0.16737 0.12787 -0.95422
C 0.17312 0.40075 -2.36246
C 0.15235 1.94007 -2.49537
O 0.15762 2.50422 -3.56173
O 0.08328 2.58412 -1.34466
C 1.41913 -0.21963 -2.98753
C 1.79452 0.12407 -4.28283
C 2.87385 -0.50382 -4.88259
C 3.58150 -1.48682 -4.20357
C 3.20116 -1.83781 -2.91869
C 2.12271 -1.20865 -2.31119
C -1.06076 -0.26294 -2.97958
C -1.42074 -1.52048 -2.49753
C -2.53446 -2.17242 -3.00024
C -3.29115 -1.58239 -4.00452
C -2.92156 -0.34247 -4.50023
C -1.81019 0.32050 -3.99278
H -0.78753 0.25057 -0.68506
H 1.24178 0.88472 -4.81712
H 3.15920 -0.22878 -5.88929
H 4.41965 -1.97991 -4.67758
H 3.74197 -2.60590 -2.38078
H 1.83288 -1.48905 -1.30841
H -0.83267 -1.99865 -1.72381
H -2.80199 -3.14451 -2.60794
H -4.16074 -2.08954 -4.40008
H -3.50107 0.12017 -5.28778
H -1.53028 1.28639 -4.38900
O -1.29883 1.40658 3.26475
C -1.23430 0.53302 2.43166
O -0.58956 0.57727 1.29433
C -1.91838 -0.79384 2.62268
C -2.59206 -1.03011 3.81440
C -3.16770 -2.26916 4.01504
C -3.10418 -3.28803 3.08200
C -2.43034 -3.00860 1.91038
C -1.83019 -1.78929 1.66241
N -2.32576 -4.06358 0.88510
O -1.73430 -3.78625 -0.14185
O -2.84242 -5.13309 1.12528
N -3.87060 -2.53008 5.28782
O -3.88161 -1.64002 6.10789
O -4.40492 -3.61034 5.41567
H -2.64879 -0.25912 4.56908
H -3.56001 -4.24902 3.26408
H -1.29665 -1.63055 0.73801
```

Calculated values
Energy relative to the best compared isomer or geometry (same formula, charge and spin) ... 91.46 kJ/mol
Spin multiplicity ... 3
Electronic energy ... -74656.549 eV
LUMO level (alpha / beta) ... -0.0781 / -0.0740 Ha
Expectation value of S² ... 2.026
Kohn-Sham gap (alpha / beta) ... 5.56 / 7.27 eV
HOMO (alpha / beta) ... -7.69 / -9.29 eV

The net atomic charges from Löwdin, expressed in e, are: 1.9509 0.0353 -0.1284 -0.4758 0.0656 -0.1335 -0.1117 -0.5312 0.1286 -0.2150 0.0962 0.1060 0.1138 0.1239 0.1440 0.1402 -0.0780 -0.0734 -0.0239 -0.2679 -0.0252 -0.0600 -0.0872 0.1224 -0.3295 0.0154 -0.0323 -0.0218 -0.0817 0.0136 0.1068 0.1085 0.1095 0.1259 0.1143 0.1217 0.1161 0.1159 0.1223 -0.1591 -0.2988 -0.5415 0.1072 -0.1865 -0.1343 -0.0116 -0.0662 -0.0851 -0.0711 -0.0318 -0.1526 -0.0264 -0.0619 -0.0786 -0.0654 -0.0228 0.0581 0.1163 0.1055 0.1022 0.1068 0.1011 0.1055 0.1014 0.1040 0.1064 0.1120 0.1096 -0.5727 -0.2483 -0.0816 0.0951 -0.1008 0.0965 -0.1030 0.0801 -0.3346 0.0707 0.1019 -0.3506 0.0975 0.0915 0.1409 0.1353 0.1191